DFT (the ωB97M-V functional and the def2-TZVPD basis) results for a gas-phase ion, C4H9NP (charge +1) at a distorted geometry.

```
15
Properties=species:S:1:pos:R:3:forces:R:3
H 2.911 0.229 -1.508 0.16 -1.10 1.65
P 3.044 -0.575 -0.181 -0.63 1.33 -0.89
C 1.789 0.218 0.618 2.10 -0.48 -2.88
C 0.912 1.236 -0.004 0.65 -1.81 -1.33
C -0.447 0.595 -0.160 -1.03 1.70 -1.66
C -0.745 -0.671 0.121 0.22 0.62 0.94
N -2.189 -0.957 0.031 -1.18 -2.72 -0.76
H 1.567 -0.047 1.582 -0.39 -0.70 2.50
H 0.936 2.049 0.694 -0.54 1.13 -0.26
H 1.396 1.386 -1.028 -1.12 0.73 1.30
H -1.263 1.255 -0.734 1.62 -1.38 1.67
H -0.082 -1.504 0.515 -1.14 1.31 -0.53
H -2.775 -0.248 -0.423 0.71 -0.08 -0.88
H -2.747 -1.039 0.880 0.78 -0.18 1.00
H -2.307 -1.926 -0.403 -0.21 1.64 0.14
```
Positions in Å, forces in eV/Å.

Computed properties:
LUMO energy (eV): -3.87
SMILES string: [H]/P=C\C/C=C/[NH3+]
Net charge: +1
Relative energy (zero: lowest compared OMol25 entry of this formula, charge and spin) (kJ/mol): 244.5

These are the Löwdin partial charges, in e, on atoms 1 to 2: -0.0704 0.8677

DFT (the ωB97M-V functional and the def2-TZVPD basis) results for a molecular structure, C39H36NOPbS4SiTe at a distorted geometry.

```
84
Properties=species:S:1:pos:R:3:forces:R:3
Pb -1.553 0.556 -0.250 0.60 -0.40 -0.07
S -1.986 3.224 -0.353 -0.04 0.56 0.51
C -1.840 3.454 -2.073 0.05 -0.06 0.12
C -2.757 4.286 -2.718 -0.03 -0.02 -0.16
C -2.676 4.525 -4.073 -0.02 0.11 -0.02
C -1.653 3.963 -4.822 0.03 0.01 -0.18
C -0.736 3.133 -4.204 -0.07 0.05 -0.10
C -0.837 2.858 -2.850 0.27 -0.11 -0.03
S 0.350 1.753 -2.090 -0.23 0.14 -0.34
C 0.348 0.361 -3.313 0.16 0.63 0.08
C 0.538 -0.924 -2.586 0.36 -0.38 0.04
C 1.799 -1.450 -2.318 -0.23 -0.13 -0.01
C 1.875 -2.625 -1.595 0.01 -0.05 -0.09
C 0.710 -3.262 -1.201 -0.10 0.13 -0.02
C -0.504 -2.663 -1.515 0.44 -0.23 0.00
C -1.803 -3.303 -1.148 -0.34 0.10 0.40
S -2.871 -2.240 -0.080 -0.25 -0.35 -0.56
C -4.265 -2.015 -1.177 0.23 -0.05 0.33
C -5.257 -2.984 -1.091 -0.28 -0.17 -0.07
C -6.344 -2.976 -1.942 -0.09 -0.13 0.04
C -6.438 -1.967 -2.896 -0.09 -0.12 0.02
C -5.475 -0.994 -2.964 -0.08 0.04 -0.10
C -4.364 -0.966 -2.104 0.10 -0.04 -0.08
S -3.280 0.354 -2.340 -0.16 0.53 -0.32
N -0.574 -1.522 -2.184 -0.14 -0.01 -0.08
H -3.548 4.723 -2.125 -0.02 -0.01 0.01
H -3.416 5.155 -4.548 -0.02 0.07 -0.05
H -1.563 4.178 -5.878 -0.03 -0.04 -0.06
H 0.060 2.682 -4.778 0.09 0.00 -0.08
H 1.152 0.540 -4.028 -0.09 -0.06 -0.04
H -0.630 0.381 -3.789 0.00 -0.05 -0.06
H 2.697 -0.938 -2.624 0.03 0.07 -0.09
H 2.836 -3.042 -1.332 0.12 -0.02 0.00
H 0.739 -4.194 -0.654 0.00 -0.02 0.06
H -1.646 -4.233 -0.601 0.04 -0.02 -0.14
H -2.401 -3.491 -2.039 0.04 -0.06 0.01
H -5.159 -3.761 -0.345 0.02 -0.04 0.04
H -7.099 -3.745 -1.868 -0.06 -0.04 0.01
H -7.268 -1.939 -3.589 -0.10 -0.03 -0.03
H -5.544 -0.202 -3.695 -0.05 0.06 -0.06
O 0.719 -0.241 0.280 -0.50 -0.09 -0.39
Si 1.951 0.040 1.188 0.88 0.14 0.68
C 3.623 -0.272 0.322 -0.28 0.02 0.33
C 3.944 0.482 -0.802 -0.01 0.12 0.00
C 5.126 0.283 -1.494 0.01 0.18 -0.21
C 6.028 -0.675 -1.065 0.13 -0.07 0.02
C 5.731 -1.433 0.055 0.20 -0.17 -0.02
C 4.538 -1.232 0.732 -0.02 -0.11 0.19
C 2.084 1.840 1.802 0.01 -0.45 -0.22
C 3.284 2.471 2.108 0.22 -0.08 0.02
C 3.318 3.799 2.498 0.27 0.16 0.11
C 2.146 4.528 2.601 -0.08 0.16 0.08
C 0.939 3.923 2.293 -0.10 0.13 0.05
C 0.926 2.600 1.890 -0.20 -0.11 -0.05
C 1.872 -1.111 2.710 0.08 0.32 -0.38
C 1.048 -2.227 2.610 -0.09 -0.10 -0.22
C 0.895 -3.117 3.659 -0.07 -0.19 0.06
C 1.570 -2.896 4.847 -0.02 -0.14 0.10
C 2.392 -1.789 4.969 0.13 0.00 0.23
C 2.541 -0.909 3.909 0.11 0.09 0.09
H 3.238 1.231 -1.132 -0.05 0.19 -0.16
H 5.351 0.871 -2.375 -0.02 0.08 -0.02
H 6.962 -0.822 -1.592 0.00 -0.03 -0.03
H 6.434 -2.183 0.395 0.00 -0.04 0.05
H 4.311 -1.832 1.604 0.02 -0.09 0.08
H 4.213 1.922 2.018 0.10 -0.03 -0.01
H 4.267 4.274 2.720 0.01 -0.02 0.00
H 2.171 5.567 2.912 0.02 -0.03 -0.03
H 0.014 4.480 2.350 -0.03 0.03 -0.07
H -0.009 2.143 1.602 -0.17 0.05 0.01
H 0.518 -2.378 1.680 -0.13 -0.05 -0.13
H 0.248 -3.980 3.558 -0.03 0.00 -0.03
H 1.458 -3.589 5.672 0.00 0.02 0.04
H 2.920 -1.619 5.898 0.04 0.05 0.05
H 3.183 -0.045 4.018 0.07 0.10 0.06
C -2.432 -1.390 3.273 -0.16 0.36 -0.07
Te -3.227 0.454 2.469 -0.08 -0.14 1.31
C -1.919 1.658 3.707 -0.22 -0.31 -0.25
H -1.363 -1.286 3.417 0.16 0.13 -0.06
H -2.620 -2.184 2.564 -0.07 -0.09 -0.13
H -2.909 -1.622 4.215 -0.12 0.05 0.17
H -2.221 1.602 4.747 -0.12 -0.04 0.03
H -1.979 2.680 3.355 -0.02 0.19 -0.08
H -0.902 1.298 3.593 0.05 -0.06 -0.05
```
Positions in Å, forces in eV/Å.

Computed properties:
LUMO energy (eV): 2.21
Net charge: -1

These are the Löwdin partial charges, in e, on atoms 1 to 2: 0.7000 0.4375

DFT (the ωB97M-V functional and the def2-TZVPD basis) results for C23H26N4O2S in the gas phase.

```
56
Properties=species:S:1:pos:R:3:forces:R:3
C -1.659 -0.902 4.785 0.19 0.04 0.03
C -0.229 -0.537 4.407 -0.17 -0.13 -0.13
C 0.216 -1.215 3.108 0.35 -0.09 0.56
N -0.629 -0.869 1.980 -0.24 -0.19 -0.05
C -0.483 0.305 1.313 -0.19 0.64 -0.55
S 0.786 1.376 1.888 0.28 0.23 0.13
C 0.697 2.699 0.641 0.10 -0.39 0.29
C 1.969 2.623 -0.188 -0.23 0.18 0.08
O 3.045 2.486 0.358 0.23 -0.02 0.31
N 1.861 2.742 -1.532 0.17 0.13 -0.26
C 0.655 2.791 -2.323 -0.25 -0.15 -0.02
C 0.286 1.357 -2.788 -0.15 0.08 -0.16
N 1.454 0.505 -2.745 0.05 0.07 -0.16
C 1.520 -0.482 -1.760 0.05 -0.30 0.08
C 2.629 -0.665 -0.935 -0.02 0.16 -0.16
C 2.648 -1.686 -0.002 -0.02 -0.17 0.09
C 1.578 -2.554 0.118 0.11 -0.09 0.11
C 0.480 -2.394 -0.712 -0.03 0.01 -0.05
C 0.447 -1.370 -1.636 0.01 -0.03 0.04
C 2.646 1.169 -3.212 -0.01 0.02 -0.07
C 3.014 2.399 -2.343 0.29 -0.02 0.08
N -1.207 0.692 0.319 0.08 0.19 0.04
C -2.210 -0.127 -0.117 -0.19 -0.54 0.24
C -3.029 0.287 -1.175 -0.06 -0.09 -0.01
C -4.027 -0.542 -1.633 0.07 0.12 -0.04
C -4.239 -1.793 -1.053 -0.04 -0.18 0.06
C -3.450 -2.207 -0.005 0.03 -0.02 0.05
C -2.432 -1.381 0.474 -0.16 0.30 -0.32
C -1.590 -1.811 1.582 0.00 0.06 -0.03
O -1.680 -2.881 2.146 -0.07 -0.16 0.02
H -1.780 -1.981 4.827 -0.08 -0.10 0.02
H -2.365 -0.511 4.054 -0.12 0.01 -0.04
H -1.911 -0.483 5.757 -0.09 0.04 0.06
H 0.454 -0.860 5.194 0.08 0.05 0.00
H -0.136 0.546 4.307 0.06 -0.02 0.09
H 1.247 -0.940 2.869 -0.07 -0.14 -0.05
H 0.142 -2.299 3.218 0.12 0.19 -0.07
H 0.675 3.643 1.187 0.00 -0.02 -0.08
H -0.232 2.524 0.106 0.06 0.17 0.01
H -0.164 3.248 -1.772 0.02 0.02 -0.06
H 0.871 3.427 -3.188 -0.07 0.01 0.09
H -0.113 1.394 -3.810 -0.08 0.05 0.07
H -0.473 0.942 -2.128 0.03 0.05 -0.06
H 3.475 0.001 -0.993 0.07 0.14 -0.01
H 3.509 -1.796 0.640 0.08 -0.01 0.05
H 1.596 -3.352 0.845 0.01 -0.09 0.08
H -0.352 -3.079 -0.646 -0.07 -0.06 0.00
H -0.409 -1.265 -2.286 -0.07 0.01 -0.08
H 2.445 1.491 -4.240 0.09 -0.04 0.03
H 3.466 0.451 -3.239 0.00 0.07 -0.06
H 3.840 2.191 -1.663 -0.10 0.05 -0.14
H 3.285 3.254 -2.972 0.02 -0.05 0.02
H -2.865 1.259 -1.615 0.04 0.10 -0.02
H -4.655 -0.221 -2.451 -0.05 0.03 -0.06
H -5.025 -2.431 -1.427 -0.06 -0.06 -0.01
H -3.593 -3.167 0.469 -0.03 -0.09 0.03
```
Positions in Å, forces in eV/Å.

Computed properties:
LUMO energy (eV): 0.51
SMILES string: CCCn1c(SCC(=O)N2CCN(c3ccccc3)CC2)nc2ccccc2c1=O
Relative energy (zero: lowest compared OMol25 entry of this formula, charge and spin) (kJ/mol): 70.6

These are the Löwdin partial charges, in e, on atoms 1 to 2: -0.0940 -0.2329

Number 3 is which compound?
C23H26N4O2S

Which of these has the highest LUMO energy?
C39H36NOPbS4SiTe

The highest LUMO energy belongs to which entry?
C39H36NOPbS4SiTe

Which value of LUMO energy does entry 1 give?
-3.87 eV